Formula: C27H63ClN9O13Pt
Source: the Open Molecules 2025 dataset
Level of theory: ωB97M-V with the def2-TZVPD basis set

Structure (XYZ):
```
114
Properties=species:S:1:pos:R:3:mulliken_charge:R:1
Pt 1.4352 -2.3526 2.7399 4.282
Cl -0.3799 0.7235 0.9934 0.997
O -1.8164 0.3921 1.1187 -0.597
O 0.2370 -0.2346 1.8537 -1.297
O 0.0186 0.5067 -0.3820 -0.192
O -0.0578 2.0682 1.3741 -0.588
C 2.2144 1.3718 4.1321 -0.578
C 3.2087 0.2823 3.9236 0.675
O 2.8370 -0.8069 3.3924 -1.185
N 4.4312 0.5134 4.4002 -0.214
C 5.5609 -0.4164 4.2627 -0.969
H 1.9990 1.8886 3.1969 0.038
H 2.6933 2.0460 4.8421 0.449
H 1.2979 0.9565 4.5511 0.019
H 4.8263 1.4134 4.6326 0.282
H 5.2881 -1.4127 3.9147 0.314
H 6.1263 -0.4714 5.1930 0.319
H 6.2255 -0.0517 3.4795 0.359
C -2.8421 -0.6886 -6.0393 -0.910
C -2.0049 0.5283 -5.5267 0.751
O -1.4003 1.2133 -6.3548 -0.656
N -1.8866 0.7458 -4.2410 -0.049
C -1.0022 1.7841 -3.6313 -1.006
H -2.1338 -1.4117 -6.4438 0.055
H -3.4858 -0.3264 -6.8410 0.385
H -3.5267 -1.1053 -5.3006 0.308
H -2.3529 0.1467 -3.5749 0.212
H 0.0357 1.6842 -3.9490 0.364
H -0.9711 1.7318 -2.5430 0.069
H -1.3685 2.8081 -3.7051 0.452
C 2.5104 2.9397 -2.1872 -0.493
C 3.6445 2.3947 -3.1468 0.463
O 3.2897 1.9266 -4.2526 -0.689
N 4.9055 2.5947 -2.7441 -0.146
C 6.1170 2.3056 -3.4757 -0.967
H 1.6600 3.2657 -2.7861 -0.044
H 2.8927 3.7265 -1.5369 0.510
H 2.1520 2.1504 -1.5264 0.116
H 5.0198 2.7569 -1.7537 0.271
H 6.4802 3.2452 -3.8919 0.313
H 6.0607 1.5570 -4.2660 0.321
H 6.8066 1.9986 -2.6894 0.343
C -1.3579 -2.8616 -0.4030 -0.657
C -1.3742 -3.1339 1.1165 0.384
O -0.2992 -3.1961 1.7548 -0.931
N -2.5184 -3.2056 1.8261 0.066
C -3.7935 -3.5605 1.2008 -0.984
H -0.3322 -2.8925 -0.7706 -0.176
H -1.7454 -1.8544 -0.5564 0.233
H -1.9509 -3.5918 -0.9536 0.597
H -2.4136 -3.4773 2.7932 0.422
H -4.2164 -4.3118 1.8677 0.385
H -3.7419 -4.0952 0.2523 0.330
H -4.4868 -2.7360 1.0342 0.164
C 3.4955 -0.2995 0.2285 -0.838
C 3.0829 -1.7492 0.0283 0.626
O 2.1278 -2.1814 0.6607 -1.060
N 3.8629 -2.4617 -0.7545 -0.060
C 3.6436 -3.8413 -1.2054 -0.878
H 4.4191 -0.2148 0.8012 0.457
H 2.6944 0.1940 0.7788 -0.191
H 3.6607 0.2397 -0.7043 0.362
H 4.7339 -1.9847 -0.9385 0.238
H 4.6044 -4.3505 -1.1307 0.362
H 3.3147 -3.8487 -2.2446 0.311
H 2.9402 -4.3804 -0.5708 0.257
C -0.7864 6.0639 -3.1428 -1.274
C 0.2897 5.9251 -2.0726 0.883
O 1.3028 6.5790 -2.1101 -0.632
N -0.1077 5.2197 -1.0103 -0.095
C 0.7640 5.1254 0.1300 -0.847
H -0.4865 5.4456 -3.9890 0.264
H -0.7111 7.0604 -3.5779 0.356
H -1.8412 5.9805 -2.8811 0.377
H -1.0401 4.8357 -0.9530 0.198
H 1.1114 4.1064 0.3004 0.060
H 0.3117 5.5200 1.0399 0.400
H 1.6719 5.7217 0.0394 0.350
C -8.5428 -0.5394 3.1571 -0.954
C -7.1054 -0.6246 2.7855 0.577
O -6.5148 -1.7210 2.9143 -0.623
N -6.4578 0.5252 2.3975 -0.128
C -5.0792 0.5387 1.8727 -0.490
H -8.9446 0.4451 2.9175 0.318
H -8.5796 -0.7144 4.2323 0.269
H -9.0574 -1.2466 2.5066 0.272
H -6.9243 1.4032 2.5749 0.237
H -5.1195 1.1706 0.9855 0.301
H -4.6723 -0.4000 1.4967 -0.021
H -4.4490 0.9573 2.6574 0.246
C -2.0189 -0.9919 4.5653 -0.221
C -0.6762 -1.3114 5.2392 0.377
O 0.2483 -1.7360 4.5558 -1.036
N -0.5299 -1.0495 6.5286 -0.161
C 0.6017 -1.4472 7.3569 -0.869
H -2.1752 -1.8596 3.9244 -0.444
H -1.9390 -0.0847 3.9663 0.151
H -2.8951 -0.9418 5.2117 0.507
H -1.2209 -0.4151 6.9030 0.261
H 0.2969 -1.5535 8.3980 0.351
H 1.3822 -0.6867 7.3836 0.279
H 0.9905 -2.4007 6.9995 0.285
C 0.9123 -1.6810 -3.1068 0.957
C 0.5216 -2.4039 -4.3531 0.293
O 1.4100 -2.6289 -5.1853 -0.699
N -0.6668 -3.0381 -4.4407 -0.065
C -0.9408 -3.9507 -5.5840 -1.012
H 0.0865 -1.4925 -2.4208 -0.258
H 1.4376 -0.7574 -3.3501 0.085
H 1.6736 -2.2959 -2.6268 -0.584
H -1.4573 -2.6841 -3.9211 0.279
H -2.0124 -4.1233 -5.4839 0.385
H -0.4214 -4.9090 -5.5856 0.272
H -0.7338 -3.5280 -6.5671 0.317
```

## Properties
ΔE to the lowest compared entry with this formula, charge and spin = 2.914 eV
⟨S²⟩ = 2.0045
Total charge = +1
E = -84804.55715 eV
Spin multiplicity = 3


Formula: C27H63N9O9
Source: the Open Molecules 2025 dataset
Level of theory: ωB97M-V with the def2-TZVPD basis set

Structure (XYZ):
```
108
Properties=species:S:1:pos:R:3:mulliken_charge:R:1
C -2.9299 3.2600 2.1510 -0.674
C -3.4779 2.2530 1.0420 0.499
O -3.9269 2.6140 0.0140 -0.649
N -3.3249 1.0260 1.3420 0.261
C -3.7209 -0.1100 0.5100 -0.812
H -3.7459 3.0130 2.9530 0.154
H -2.9359 4.3510 2.0340 0.317
H -1.9079 2.9220 2.4090 0.059
H -2.9959 0.6140 2.2490 -0.104
H -3.0979 -0.0390 -0.3120 0.353
H -4.9509 -0.2140 0.3450 0.304
H -3.5699 -1.3030 0.9500 0.035
C 0.7701 5.6170 0.8420 -0.412
C 1.3771 4.9080 1.8580 0.779
O 1.1781 5.2770 3.0480 -0.736
N 2.1851 3.9450 1.5530 -0.030
C 2.7251 2.8740 2.4980 -0.878
H 1.0631 5.2140 -0.0830 -0.123
H 1.1821 6.5860 0.3710 0.265
H -0.3859 5.7560 0.8840 0.183
H 2.6731 3.7750 0.5710 0.161
H 3.1771 2.1720 1.8290 0.250
H 1.8971 2.4110 3.1170 0.295
H 3.6491 3.3400 3.2250 0.257
C -0.0509 1.7170 0.5120 0.224
C 0.2211 0.2150 0.4000 0.883
O 1.3701 -0.3190 0.2100 -0.795
N -0.8589 -0.5700 0.5880 1.844
C -0.9109 -2.1210 0.7480 -0.868
H -0.8069 1.7820 -0.2440 0.366
H 0.8311 2.2120 0.0310 -0.279
H -0.2959 2.2950 1.5360 -0.703
H -1.7889 -0.0200 0.5880 -1.243
H -0.6479 -2.5230 -0.3410 0.015
H -1.9439 -2.3580 1.0100 0.172
H -0.0369 -2.4380 1.1490 0.503
C -0.9569 -0.8600 -6.9680 -0.873
C -1.7749 -0.2170 -5.7820 0.578
O -2.7379 0.3440 -5.9620 -0.535
N -1.1819 -0.2860 -4.5720 0.126
C -1.8339 0.3000 -3.3890 -0.942
H -1.4539 -0.7080 -7.9670 0.320
H -0.7879 -1.9130 -6.7190 0.273
H -0.0329 -0.2150 -7.1130 0.154
H -0.1789 -0.6110 -4.3720 -0.128
H -1.6619 1.4290 -3.4170 0.271
H -1.7159 -0.3530 -2.3590 0.055
H -2.9029 0.4780 -3.5260 0.489
C -5.4029 0.0570 4.7040 -1.076
C -4.0459 -0.5580 4.1340 0.718
O -3.8939 -1.6640 3.7860 -0.565
N -2.9999 0.3340 4.1940 -0.279
C -1.6339 -0.0690 3.9190 -1.172
H -5.3229 1.3120 4.6260 0.212
H -5.4039 -0.2450 5.7400 0.391
H -6.2109 -0.5500 4.2110 0.331
H -3.2509 1.2100 4.6550 0.270
H -1.4709 -0.9000 4.5660 0.444
H -0.9609 0.7310 4.1630 0.589
H -1.3849 -0.5080 2.9030 0.284
C 2.7931 -1.3380 -6.1880 -1.249
C 2.1941 -0.8630 -4.8550 0.781
O 2.5691 0.2090 -4.4570 -0.573
N 1.4311 -1.6550 -4.0590 -0.106
C 1.0621 -1.3200 -2.7510 -1.886
H 3.4161 -0.5460 -6.7310 0.315
H 2.1051 -1.7610 -6.9370 0.295
H 3.5321 -2.1850 -6.1080 0.320
H 1.2691 -2.5420 -4.1300 -0.006
H 1.5951 -1.7450 -2.0450 1.299
H 0.0501 -1.6740 -2.6140 0.396
H 0.9261 -0.2390 -2.7420 0.397
C 3.3541 -0.1560 6.3220 -1.434
C 2.3811 -0.5010 5.2600 0.785
O 1.2841 0.0420 5.2780 -0.564
N 2.7021 -1.3670 4.3360 -0.042
C 1.7951 -1.9040 3.3450 -1.086
H 3.2941 -0.8980 6.9930 0.402
H 3.1461 0.7250 6.7870 0.373
H 4.4311 -0.0210 5.9300 0.334
H 3.6171 -1.8770 4.3300 0.267
H 0.8981 -1.3040 2.9390 0.148
H 1.3121 -2.9170 3.6900 0.272
H 2.2241 -2.2240 2.4440 0.503
C 4.1571 1.8990 -1.4630 -1.028
C 3.1061 2.8720 -1.7190 0.950
O 3.0501 3.9450 -1.1050 -0.805
N 2.2641 2.6760 -2.6830 0.048
C 1.1621 3.5920 -3.0270 -0.937
H 4.7791 1.5410 -2.2860 0.407
H 3.5321 1.0940 -1.1350 0.102
H 5.0341 2.3340 -0.9080 0.323
H 2.3541 1.9030 -3.3840 0.306
H 1.5551 4.5460 -3.6150 0.242
H 0.5721 3.5730 -2.1840 0.306
H 0.7241 3.0420 -3.9230 0.296
C -2.0699 -5.5220 -1.1100 -1.112
C -0.4919 -5.3070 -1.0400 0.739
O 0.1331 -4.6620 -1.9000 -0.603
N 0.2011 -6.0230 -0.0830 -0.187
C 1.6461 -6.1610 -0.0130 -0.825
H -2.4799 -5.0350 -2.1500 0.250
H -2.8209 -5.0520 -0.4510 0.324
H -2.2209 -6.6310 -1.3620 0.346
H -0.2079 -6.5490 0.7540 0.281
H 2.1421 -5.1180 -0.0930 0.173
H 1.7591 -6.8210 -1.0000 0.275
H 1.9491 -6.7520 0.8040 0.376
```

## Properties
ΔE to the lowest compared entry with this formula, charge and spin = 13.207 eV
Structure (SMILES) = CNC(C)=O.CNC(C)=O.CNC(C)=O.CNC(C)=O.CNC(C)=O.CNC(C)=O.CNC(C)=O.CNC(C)=O.CNC(C)=O
E = -60851.48706 eV


Largest force on an atom (eV/A)
3.77 9.09